105
Properties=species:S:1:pos:R:3:mulliken_charge:R:1 method="wB97M-V/def2-TZVPD" e_lumo_ev=0.71 charge=-1 de_lowest_kj_mol=136.01 e_homo_ev=-4.22
Sr 14.460 15.352 12.456 0.933
C 13.880 11.324 9.426 -1.053
C 14.561 11.706 8.247 -0.585
C 15.317 12.891 8.256 -0.890
C 15.388 13.574 9.504 -0.127
N 14.599 13.293 10.567 0.729
C 13.795 12.257 10.498 -0.378
C 16.231 14.742 9.714 1.264
C 16.615 15.539 8.643 -0.692
C 17.598 16.530 8.835 -1.008
C 17.969 16.867 10.111 -0.905
C 17.466 16.105 11.236 1.208
N 16.613 15.087 10.969 -0.009
C 17.873 16.479 12.513 -0.007
C 19.056 17.238 12.847 -0.788
C 19.251 17.555 14.205 -0.557
C 18.361 17.061 15.143 -0.957
C 17.207 16.456 14.710 -0.225
N 17.021 16.078 13.441 0.631
H 13.331 10.398 9.457 0.472
H 14.665 10.972 7.461 0.375
H 15.847 13.208 7.365 0.418
H 13.228 12.092 11.411 0.496
H 16.223 15.385 7.654 0.439
H 18.028 16.993 7.994 0.474
H 18.605 17.740 10.299 0.338
H 19.794 17.436 12.078 0.426
H 20.145 18.082 14.470 0.423
H 18.496 17.201 16.179 0.469
H 16.444 16.226 15.427 0.307
S 13.729 13.039 20.437 0.118
N 13.016 14.333 19.707 -0.709
C 13.342 14.331 18.471 0.672
C 13.162 15.375 17.443 0.045
C 12.810 16.700 17.800 -0.423
C 12.873 17.737 16.848 -1.006
C 13.206 17.349 15.566 -0.541
N 13.590 16.116 15.157 0.783
C 13.645 15.153 16.116 -0.546
C 14.202 13.859 15.692 -0.008
N 14.775 13.740 14.458 1.601
C 15.478 12.647 14.164 -1.417
C 15.765 11.687 15.117 -1.158
C 15.170 11.730 16.359 -0.597
C 14.327 12.809 16.672 -0.006
C 14.060 13.141 18.046 0.627
N 14.361 12.375 19.097 -0.591
H 12.527 16.813 18.874 0.409
H 12.525 18.751 17.008 0.426
H 13.231 18.134 14.782 0.457
H 15.822 12.572 13.178 0.948
H 16.459 10.860 14.873 0.548
H 15.270 10.964 17.107 0.534
O 13.519 18.152 9.034 -0.621
S 13.235 17.835 10.370 1.036
O 12.121 18.485 11.008 -0.677
O 13.154 16.353 10.646 -0.631
S 14.877 18.041 11.704 -0.548
C 20.549 7.958 10.211 -1.316
C 20.994 7.097 11.379 0.549
C 20.697 5.602 11.295 -1.063
O 20.366 7.625 12.638 -0.438
P 18.838 8.013 12.870 0.298
S 18.442 7.568 14.731 -0.539
S 18.641 9.914 12.356 -0.422
O 18.173 6.958 11.792 -0.204
C 16.754 6.543 11.900 0.532
C 15.920 7.789 11.972 -1.471
C 16.416 5.745 10.695 -1.535
H 20.934 7.697 9.245 0.427
H 20.835 8.977 10.334 0.341
H 19.445 7.956 10.181 0.219
H 22.032 7.244 11.521 0.450
H 19.960 5.270 12.067 0.203
H 21.654 5.010 11.382 0.300
H 20.298 5.391 10.286 0.268
H 16.664 5.935 12.782 0.268
H 16.005 8.369 11.042 0.393
H 16.202 8.391 12.784 0.238
H 14.900 7.399 11.997 0.444
H 16.286 6.433 9.858 0.338
H 15.406 5.377 10.896 0.429
H 17.074 4.918 10.361 0.312
C 9.226 16.287 12.056 -0.984
C 9.732 15.281 11.002 -1.245
N 9.866 13.883 11.488 0.286
C 8.722 12.994 11.351 -0.798
C 7.423 13.447 12.058 -1.000
C 10.871 13.568 12.462 0.826
C 10.787 12.249 13.153 -1.730
N 11.825 14.423 12.733 -0.028
H 9.517 17.307 11.761 0.398
H 9.698 15.943 12.983 0.251
H 8.153 16.273 12.192 0.383
H 10.704 15.563 10.610 0.518
H 9.062 15.289 10.115 0.425
H 9.006 11.963 11.596 0.436
H 8.529 12.920 10.262 0.413
H 7.673 14.188 12.849 0.255
H 6.885 12.543 12.488 0.322
H 6.716 13.919 11.350 0.294
H 10.836 11.366 12.472 0.384
H 9.856 12.139 13.742 0.481
H 11.620 12.206 13.872 0.102
H 11.596 15.321 12.270 0.044

97
Properties=species:S:1:pos:R:3:mulliken_charge:R:1 method="wB97M-V/def2-TZVPD" e_lumo_ev=2.21 charge=-1 de_lowest_kj_mol=0.00 e_homo_ev=-5.63
Mg 0.039 -0.046 -0.141 2.499
C 3.152 -1.733 2.247 -1.337
As 2.549 0.016 1.573 1.021
C 4.218 0.834 0.987 -1.337
C 2.307 0.725 3.413 -1.590
C 1.673 2.121 3.681 2.903
C 2.110 3.138 2.633 -1.929
C 0.113 2.029 3.700 -1.823
As -0.808 1.582 2.008 1.102
C -2.447 1.007 2.861 -1.422
C -1.356 3.348 1.381 -1.399
C 2.137 2.646 5.025 -2.280
As 1.865 1.738 6.785 0.281
C 3.249 0.364 6.734 -1.049
C 0.373 0.477 6.646 -1.042
H 3.716 -1.674 3.191 0.487
H 3.767 -2.183 1.486 0.474
H 2.278 -2.365 2.415 0.248
H 5.000 0.982 1.743 0.381
H 3.939 1.769 0.485 0.330
H 4.576 0.140 0.232 0.467
H 3.298 0.689 3.863 0.724
H 1.685 -0.029 3.924 0.081
H 1.854 2.819 1.618 0.129
H 3.190 3.282 2.691 0.449
H 1.615 4.123 2.778 0.411
H -0.292 2.976 4.078 0.563
H -0.203 1.254 4.383 0.015
H -2.706 1.674 3.677 0.462
H -2.293 -0.020 3.238 0.230
H -3.224 0.968 2.106 0.504
H -1.778 3.928 2.212 0.538
H -2.069 3.184 0.584 0.420
H -0.483 3.815 0.931 0.307
H 1.679 3.631 5.168 0.528
H 3.221 2.825 4.976 0.562
H 4.205 0.834 6.529 0.333
H 3.074 -0.406 5.981 0.217
H 3.313 -0.112 7.721 0.407
H -0.607 0.978 6.668 0.327
H 0.410 -0.126 7.555 0.407
H 0.383 -0.175 5.770 0.208
O 1.804 -2.607 -0.385 -0.490
S 2.539 -2.053 -1.525 1.575
O 3.980 -2.358 -1.477 -0.816
O 2.269 -0.635 -1.708 -0.591
C 1.896 -2.915 -2.938 0.142
C 2.809 -3.540 -3.785 -0.377
C 2.376 -4.183 -4.947 -0.648
C 1.019 -4.194 -5.240 -0.687
C 0.101 -3.605 -4.365 -0.473
C 0.526 -2.949 -3.210 -0.795
P -0.699 -2.099 -2.047 0.579
C -2.022 -1.527 -3.219 -0.007
C -3.177 -2.235 -3.619 -0.041
C -4.112 -1.652 -4.477 -0.640
C -3.970 -0.347 -4.942 -0.645
C -2.840 0.348 -4.543 -0.234
C -1.905 -0.221 -3.685 -0.405
C -1.485 -3.543 -1.224 0.186
C -0.771 -4.737 -1.060 -0.587
C -1.304 -5.796 -0.338 -0.667
C -2.543 -5.681 0.265 -0.465
C -3.266 -4.507 0.107 -0.928
C -2.756 -3.449 -0.637 -0.073
H 3.855 -3.509 -3.517 0.566
H 3.107 -4.641 -5.607 0.373
H 0.650 -4.674 -6.152 0.379
H -0.951 -3.640 -4.624 0.418
H -3.356 -3.243 -3.250 0.426
H -5.018 -2.209 -4.726 0.352
H -4.734 0.111 -5.571 0.397
H -2.684 1.385 -4.874 0.306
H -1.039 0.375 -3.446 -0.059
H 0.234 -4.801 -1.475 0.339
H -0.741 -6.711 -0.221 0.415
H -2.964 -6.505 0.848 0.348
H -4.215 -4.397 0.576 0.452
H -3.311 -2.519 -0.717 0.344
Cl -2.538 0.049 -0.322 -0.506
N -1.073 -2.607 2.232 -0.082
C -0.443 -1.961 1.492 -0.400
H -1.666 -3.266 2.677 0.200
N -3.116 7.504 -5.838 -0.573
C -2.563 6.720 -5.195 0.052
C -1.918 5.725 -4.361 0.495
C -1.360 4.562 -4.927 -0.630
C -0.759 3.599 -4.131 -0.416
C -0.653 3.773 -2.749 0.325
C -1.234 4.931 -2.193 -0.441
C -1.850 5.874 -2.993 -0.583
C 0.008 2.789 -1.962 -0.352
C 0.385 1.854 -1.261 -0.715
H -1.444 4.389 -5.996 0.415
H -0.345 2.679 -4.572 0.496
H -1.187 5.052 -1.134 0.512
H -2.264 6.772 -2.547 0.427

94
Properties=species:S:1:pos:R:3:mulliken_charge:R:1 method="wB97M-V/def2-TZVPD" e_lumo_ev="0.10 / 0.17" spin_multiplicity=2 e_homo_ev="-6.71 / -6.71"
Co -0.100 -0.026 -0.224 0.063
C 3.022 1.368 -0.946 -1.057
C 2.942 1.611 0.473 0.499
C 2.535 0.419 1.080 0.626
C 2.101 -0.470 -0.005 -0.943
C 2.602 0.093 -1.231 0.033
C 2.941 -0.690 -2.489 2.110
C 4.434 -1.045 -2.356 -1.906
C 2.161 -1.999 -2.604 -1.912
C 2.762 0.113 -3.781 -1.605
C 2.937 -0.181 2.461 1.647
C 4.364 0.284 2.799 -1.944
C 2.056 0.059 3.698 -1.774
C 3.045 -1.713 2.345 -1.967
C 3.290 3.010 0.982 2.010
C 4.811 3.232 0.958 -1.679
C 2.728 3.342 2.373 -1.414
C 2.667 4.050 0.029 -1.656
H 3.407 2.075 -1.666 0.367
H 2.042 -1.538 0.131 1.678
H 4.627 -1.553 -1.409 0.294
H 5.045 -0.142 -2.377 0.339
H 4.749 -1.699 -3.172 0.486
H 2.313 -2.636 -1.731 0.189
H 2.500 -2.554 -3.481 0.525
H 1.094 -1.821 -2.716 0.382
H 3.175 1.117 -3.686 0.198
H 1.715 0.201 -4.070 0.191
H 3.285 -0.384 -4.601 0.503
H 4.415 1.335 3.065 0.258
H 5.029 0.117 1.952 0.311
H 4.740 -0.285 3.652 0.560
H 1.904 1.109 3.934 0.214
H 2.543 -0.394 4.563 0.607
H 1.079 -0.411 3.596 0.309
H 3.716 -2.009 1.539 0.271
H 2.077 -2.179 2.169 0.258
H 3.435 -2.115 3.282 0.525
H 5.322 2.643 1.718 0.273
H 5.042 4.285 1.136 0.523
H 5.220 2.950 -0.014 0.276
H 2.751 2.505 3.058 0.067
H 1.692 3.686 2.303 0.039
H 3.299 4.157 2.825 0.632
H 3.141 4.045 -0.951 0.336
H 2.779 5.053 0.446 0.525
H 1.601 3.856 -0.109 -0.029
N -1.390 -1.681 -2.665 0.394
C -1.120 -2.529 -1.606 0.354
C -1.466 -3.881 -1.763 -1.306
C -1.196 -4.757 -0.741 -0.659
C -0.578 -4.285 0.417 -1.196
C -0.276 -2.946 0.480 -0.129
N -0.549 -2.074 -0.501 1.079
C -1.061 -0.362 -2.926 0.420
C -1.678 0.235 -4.031 -1.075
C -1.365 1.533 -4.350 -0.999
C -0.433 2.221 -3.578 -0.979
C 0.132 1.559 -2.516 -0.222
N -0.159 0.286 -2.192 1.598
H -2.013 -2.078 -3.349 0.300
H -1.924 -4.217 -2.683 0.516
H -1.458 -5.801 -0.842 0.415
H -0.337 -4.939 1.241 0.517
H 0.197 -2.516 1.352 0.179
H -2.420 -0.314 -4.593 0.520
H -1.848 2.014 -5.189 0.431
H -0.161 3.244 -3.787 0.553
H 0.879 2.021 -1.883 -0.153
I -2.321 6.676 2.638 0.084
C -2.563 4.891 1.585 -0.263
C -3.766 4.203 1.666 -0.401
C -3.914 3.013 0.971 -1.079
C -2.859 2.480 0.238 0.462
C -1.669 3.192 0.165 0.444
C -1.516 4.405 0.818 -0.649
C -3.038 1.130 -0.432 -0.640
O -4.153 0.801 -0.812 -0.764
O -2.007 0.374 -0.455 -0.089
H -4.579 4.594 2.260 0.429
H -4.846 2.464 1.001 0.495
H -0.843 2.797 -0.415 0.373
H -0.586 4.954 0.746 0.501
Br -3.118 2.017 5.180 -0.134
C -2.088 1.279 3.789 -0.523
C -0.981 1.950 3.319 -0.655
C -0.273 1.379 2.274 -0.130
N -0.612 0.219 1.708 2.417
C -1.698 -0.412 2.173 -1.083
C -2.454 0.067 3.221 -0.767
H -0.677 2.904 3.726 0.608
H 0.607 1.854 1.863 -0.252
H -1.991 -1.315 1.656 0.337
H -3.324 -0.475 3.559 0.481

Computed E, in the same sequence as the records: -129130.113; -270921.461; -167015.911 eV.